[1]
Below is a 10-piece molecular cluster, C19H58N2O19 overall, with properties calculated with wB97M-V/def2-TZVPD.

Results
LUMO (Ha): 0.00469
Kohn-Sham gap (hartree): 0.3582
E_HOMO (eV): -9.620
Multiplicity: 1

Atoms and positions in Å:
C  3.3801  -1.2684  3.7503
O  4.1619  -1.2435  4.7039
N  3.6458  -0.6403  2.5547
N  2.1539  -1.9155  3.7973
H  4.3631  0.0706  2.5874
H  3.0202  -0.6503  1.7593
H  1.4948  -1.8207  3.0498
H  2.0212  -2.5270  4.5785
C  0.5602  -4.9156  0.2605
C  1.7273  -5.1843  -0.6600
O  2.8069  -4.2610  -0.5115
O  -0.1759  -3.7905  -0.1350
H  0.8382  -4.9233  1.3202
H  -0.0980  -5.7852  0.1496
H  1.3635  -5.1568  -1.6947
H  2.1400  -6.1629  -0.4056
H  2.5113  -3.3428  -0.5419
H  0.3216  -2.9621  -0.1025
C  -0.5294  -2.3565  -3.5313
C  0.8414  -1.7920  -3.1760
O  0.9075  -1.3545  -1.8799
O  -1.5120  -1.3587  -3.6817
H  -0.8074  -3.1100  -2.7772
H  -0.4614  -2.9351  -4.4555
H  1.0538  -1.0723  -3.9840
H  1.5845  -2.5685  -3.3869
H  0.1534  -0.7506  -1.6488
H  -1.7431  -1.0247  -2.8085
C  -4.8235  0.9046  3.1051
C  -4.5766  1.9990  2.0924
O  -5.8054  2.4859  1.6228
O  -5.4286  -0.2169  2.4151
H  -5.3990  1.3073  3.9400
H  -3.8512  0.5129  3.4403
H  -4.0316  1.5658  1.2402
H  -3.9836  2.8299  2.4779
H  -5.9436  2.2819  0.6878
H  -5.3157  -0.9955  2.9690
C  1.6900  5.4561  -2.0185
C  1.2936  4.4552  -0.9502
O  0.2890  3.5541  -1.4313
O  0.6415  6.3373  -2.3688
H  2.0373  4.8834  -2.8861
H  2.5110  6.0434  -1.6040
H  0.9231  5.0123  -0.0817
H  2.2224  3.9546  -0.6650
H  -0.5840  3.8693  -1.1897
H  -0.0678  5.7847  -2.7183
C  -5.4087  -2.9560  0.0097
C  -4.2644  -2.0899  -0.4122
O  -4.3949  -0.7212  -0.1463
O  -5.5228  -2.8738  1.4435
H  -5.2025  -4.0065  -0.2047
H  -6.3401  -2.6402  -0.4690
H  -4.1269  -2.2465  -1.4937
H  -3.3281  -2.5149  -0.0421
H  -4.7439  -0.5388  0.7466
H  -6.4165  -3.1223  1.6955
C  -5.2387  2.2622  -2.1400
C  -3.7167  2.4292  -2.1387
O  -3.0138  1.3645  -2.7674
O  -5.7357  1.5893  -1.0197
H  -5.4206  1.6942  -3.0677
H  -5.7488  3.2140  -2.2579
H  -3.3732  2.5346  -1.1059
H  -3.5196  3.3726  -2.6619
H  -2.8707  1.6287  -3.6793
H  -5.3249  0.7175  -0.9933
C  4.6032  -0.9665  -3.4345
C  4.4359  -0.3039  -2.0858
O  4.1251  -1.2577  -1.0416
O  5.8156  -1.6972  -3.4966
H  4.6018  -0.1448  -4.1483
H  3.7875  -1.6840  -3.5702
H  3.5760  0.3735  -2.1414
H  5.3837  0.1729  -1.8308
H  4.8212  -1.1695  -0.3850
H  5.7447  -2.5408  -3.0458
C  -0.7924  0.5185  0.3978
C  0.6505  0.5395  0.8560
O  1.3637  -0.6811  0.7860
O  -1.0040  0.3287  -0.9856
H  -1.2268  1.4965  0.6801
H  -1.4165  -0.1215  1.0434
H  0.6215  0.8893  1.8896
H  1.1443  1.3289  0.2723
H  1.6110  -0.8296  -0.1493
H  -1.9557  0.4597  -1.1801
C  5.8849  2.2838  3.9985
C  4.4313  2.3538  4.3769
O  3.5654  2.5810  3.2549
O  6.2856  0.9729  3.6264
H  6.3953  2.5964  4.9210
H  6.1754  2.9586  3.1990
H  4.3143  3.2786  4.9643
H  4.1454  1.5224  5.0226
H  2.8490  1.9413  3.2466
H  6.2541  0.4805  4.4568

---

[2]
Below is a 9-piece molecular cluster, C19H58N3O9 overall, with properties calculated with wB97M-V/def2-TZVPD.

Results
Net charge: +1
LUMO (Ha): -0.16604
Kohn-Sham gap (hartree): 0.2528
E_HOMO (eV): -11.397
Multiplicity: 1

Atoms and positions in Å:
N  -3.5388  -6.5633  1.9468
C  -3.6079  -5.3915  1.2694
N  -2.8782  -4.3746  1.7438
N  -4.3266  -5.2248  0.1136
C  -5.5619  -4.4064  0.2236
C  -6.5524  -4.8902  1.2847
O  -6.4516  -4.1548  2.4860
H  -3.8455  -6.4746  2.9120
H  -4.0817  -7.2903  1.4971
H  -1.9316  -4.5160  2.0443
H  -3.3120  -3.4703  1.8066
H  -4.4805  -6.1037  -0.3649
H  -6.0379  -4.4061  -0.7461
H  -5.2815  -3.3815  0.4434
H  -6.3842  -5.9300  1.5391
H  -7.5557  -4.8266  0.8716
H  -6.5300  -3.2246  2.2727
C  -0.7531  -2.3695  -0.8938
C  -1.9397  -1.4511  -0.7035
O  -3.1208  -2.0198  -1.2915
H  -0.5770  -2.5671  -1.9509
H  0.1566  -1.9486  -0.4657
H  -0.9568  -3.3350  -0.4156
H  -1.7738  -0.4936  -1.1875
H  -2.1138  -1.2625  0.3629
H  -3.2743  -2.8724  -0.8766
C  -1.0579  2.7261  -1.1395
C  0.4099  2.4616  -0.8561
O  0.8217  1.2204  -1.4304
H  -1.6763  1.9213  -0.7386
H  -1.3795  3.6684  -0.6943
H  -1.2368  2.7693  -2.2176
H  0.5866  2.3961  0.2163
H  1.0336  3.2660  -1.2583
H  0.6756  1.2849  -2.3790
C  1.5320  2.8328  3.6652
C  0.3210  3.7209  3.8658
O  -0.8539  3.1280  3.3029
H  1.6890  2.6490  2.6002
H  2.4282  3.2825  4.0850
H  1.3819  1.8628  4.1456
H  0.4581  4.6798  3.3694
H  0.1555  3.9076  4.9315
H  -0.9888  2.2872  3.7461
C  5.8315  4.0066  6.3372
C  4.4337  4.3356  5.8481
O  3.5346  3.2371  6.0309
H  6.2271  3.1380  5.8214
H  6.5093  4.8464  6.1773
H  5.8200  3.7727  7.4047
H  4.4428  4.5519  4.7801
H  4.0391  5.2131  6.3711
H  3.5062  3.0422  6.9714
C  -1.3218  -0.3051  -4.2095
C  -2.6990  0.0852  -4.7065
O  -3.6258  -0.9883  -4.5369
H  -0.9561  -1.1810  -4.7378
H  -0.6051  0.5070  -4.3485
H  -1.3594  -0.5568  -3.1499
H  -2.6778  0.3203  -5.7689
H  -3.0665  0.9676  -4.1700
H  -3.6565  -1.2003  -3.5976
C  1.2029  -4.4527  -6.5522
C  0.2883  -3.3490  -6.0538
O  1.0041  -2.1443  -5.7864
H  1.9864  -4.6550  -5.8219
H  0.6458  -5.3727  -6.7340
H  1.6909  -4.1578  -7.4834
H  -0.1849  -3.6388  -5.1160
H  -0.5021  -3.1488  -6.7849
H  1.4183  -1.8632  -6.6068
C  -2.0193  5.9303  -4.6185
C  -0.5559  5.6441  -4.3351
O  -0.1584  4.3955  -4.9046
H  -2.6452  5.1321  -4.2185
H  -2.3300  6.8760  -4.1729
H  -2.2008  5.9813  -5.6944
H  -0.3827  5.5753  -3.2623
H  0.0776  6.4422  -4.7344
H  -0.3043  4.4580  -5.8521
C  8.2841  -0.6385  4.7939
C  7.3301  0.4352  5.2839
O  7.9977  1.6740  5.5168
H  9.0847  -0.7925  5.5171
H  7.7643  -1.5850  4.6391
H  8.7467  -0.3421  3.8499
H  6.8833  0.1454  6.2335
H  6.5218  0.5874  4.5596
H  8.3912  1.9556  4.6862

---

[3]
Below is a 11-piece molecular cluster, C19H60O11 overall, with properties calculated with wB97M-V/def2-TZVPD.

Results
LUMO (Ha): 0.00837
Kohn-Sham gap (hartree): 0.3492
E_HOMO (eV): -9.275
Multiplicity: 1

Atoms and positions in Å:
C  -5.9517  -17.2991  20.6514
C  -6.0025  -18.6789  19.9958
C  -4.6840  -19.0249  19.3001
O  -6.3268  -19.6717  20.9673
H  -6.8176  -16.7278  20.3112
H  -5.0739  -16.7120  20.3669
H  -5.9036  -17.3169  21.7401
H  -6.7439  -18.6450  19.1979
H  -4.4297  -18.3380  18.4934
H  -4.7644  -20.0132  18.8330
H  -3.8442  -19.1501  19.9893
H  -5.6686  -19.5719  21.6769
C  -9.7694  -18.9481  21.0612
C  -9.9106  -19.0848  22.5734
C  -10.9618  -20.0932  23.0119
O  -8.6808  -19.4829  23.1707
H  -10.7522  -18.7853  20.6107
H  -9.3127  -19.8436  20.6436
H  -9.2280  -18.0297  20.8253
H  -10.2229  -18.1241  23.0051
H  -11.9338  -19.9475  22.5353
H  -10.9849  -20.0996  24.0981
H  -10.7136  -21.0687  22.5730
H  -7.9686  -19.0977  22.6431
C  -6.1948  -22.2261  27.4303
C  -7.1175  -21.1502  27.9349
C  -8.4682  -21.0976  27.2023
O  -7.3956  -21.4016  29.3218
H  -5.8493  -22.0246  26.4203
H  -6.7109  -23.1794  27.5759
H  -5.3384  -22.2943  28.1062
H  -6.6610  -20.1519  27.8755
H  -9.0396  -20.1894  27.4140
H  -9.1323  -21.9179  27.4823
H  -8.2985  -21.1107  26.1207
H  -8.2159  -20.9696  29.5626
C  -10.8743  -26.0962  23.9818
C  -10.0311  -24.8176  23.9731
C  -10.0051  -24.0307  25.2674
O  -8.6877  -25.0159  23.5051
H  -10.3137  -26.9936  24.2540
H  -11.3304  -26.2907  23.0109
H  -11.7019  -25.9773  24.6817
H  -10.5461  -24.1882  23.2458
H  -9.3520  -24.3982  26.0628
H  -11.0161  -23.7957  25.6032
H  -9.5638  -23.0410  25.1034
H  -8.3210  -25.7421  24.0267
C  -2.9868  -24.6289  24.4837
O  -2.2717  -25.7822  24.0710
H  -2.5837  -23.7043  24.0623
H  -4.0289  -24.7247  24.1717
H  -2.9512  -24.4964  25.5627
H  -2.1742  -25.7566  23.1150
C  -5.9047  -26.4548  21.0782
O  -4.7095  -26.7958  21.7374
H  -6.2216  -25.4336  21.3044
H  -5.8744  -26.6386  20.0062
H  -6.7564  -27.0493  21.4372
H  -4.8301  -27.3455  22.5113
C  -7.0613  -22.3134  23.4352
O  -6.2521  -23.3478  22.9435
H  -6.5459  -21.3639  23.2957
H  -8.0319  -22.2950  22.9153
H  -7.4126  -22.4620  24.4684
H  -6.8464  -24.1050  22.8729
C  -3.3504  -19.2196  23.8018
O  -4.3845  -19.7388  23.0052
H  -2.6644  -18.6250  23.1860
H  -3.7792  -18.5191  24.5158
H  -2.7203  -19.9276  24.3435
H  -4.0887  -20.4593  22.4244
C  -3.2461  -23.4864  21.1377
O  -4.0020  -22.3544  21.5700
H  -3.4429  -23.8602  20.1334
H  -2.2155  -23.1277  21.1393
H  -3.3521  -24.2542  21.9005
H  -4.8164  -22.6552  21.9993
C  -9.8894  -26.4942  20.1186
O  -9.2354  -25.3334  20.5860
H  -10.5721  -26.1550  19.3302
H  -9.2387  -27.2122  19.6101
H  -10.5356  -26.9742  20.8572
H  -8.9967  -25.4547  21.5153
C  -7.3880  -22.8793  19.8441
O  -6.6896  -21.9516  19.0476
H  -7.4578  -22.5835  20.8911
H  -8.3609  -23.1195  19.4117
H  -6.8854  -23.8581  19.8421
H  -6.2806  -21.2919  19.6207

---

Which of these has the highest E_HOMO? C19H60O11

---

Which formula does entry 1 have? C19H58N2O19